DFT (ωB97M-V/def2-TZVPD) results for a single C7H9N molecule.

```
17
Properties=species:S:1:pos:R:3:forces:R:3
C -1.249788 -0.674227 1.683351 3.5147 -0.9714 -0.0044
C -0.001450 -0.865652 1.036173 -1.8598 -1.4091 1.6059
C 0.177684 0.097230 -0.041320 -0.6404 0.8665 -0.2932
C -1.105571 0.961468 0.135120 2.1042 0.8399 -0.3593
C -1.870706 0.573345 1.163531 -0.3264 -0.7754 -0.0951
C 0.211252 -0.370456 -1.516787 -0.8443 1.8793 -0.3718
N 1.707782 -0.340591 -1.580461 -1.7001 -1.4779 1.3807
C 1.687788 0.548507 -0.350630 0.6294 -3.2793 1.4171
H -1.531517 -1.342463 2.540919 -0.1107 1.0372 -1.0181
H 0.791747 -1.641926 1.215900 -1.2346 0.7008 0.1013
H -1.140039 1.749055 -0.607597 -0.8358 0.3130 0.4078
H -2.826020 1.005991 1.540591 0.9508 -0.4310 -0.5896
H -0.536421 -1.204954 -1.702337 1.5653 0.5639 -0.4622
H -0.096605 0.629908 -2.023235 -0.2075 -1.9492 0.0682
H 2.075084 -0.174078 -2.511193 0.2749 0.8093 0.6184
H 1.765250 1.557006 -0.554329 0.3606 2.2661 -0.3186
H 2.448787 0.184310 0.507880 -1.6403 1.0174 -2.0871
```
Forces are in eV/Å.

Computed properties:
E_LUMO, eV: 0.726
ΔE to the lowest compared entry with this formula, charge and spin, kJ/mol: 370.6
HOMO-LUMO gap, eV: 9.06
SMILES: C1=CC2(C=C1)CNC2

Atomic partial charges in e from the Mulliken method, atoms 1 to 8:
1 C -0.328
2 C -0.883
3 C 1.184
4 C -0.674
5 C -0.540
6 C -0.440
7 N -0.557
8 C -0.543

=====

DFT (ωB97M-V/def2-TZVPD) results for a single C7H9N molecule.

```
17
Properties=species:S:1:pos:R:3:forces:R:3
C 2.252074 -0.277935 -1.030328 -0.8566 0.7712 -0.6008
N -1.615496 -1.873458 -0.030934 -0.2589 2.0667 0.4760
C -1.014052 -0.504462 -0.227024 -0.1657 -2.1517 -0.8148
C 1.456814 0.749634 -0.691400 0.4311 -1.1504 1.7412
C 0.583697 1.746714 -0.692889 -3.1906 1.5227 1.3276
C 0.718487 1.118018 0.661856 2.1287 -0.5281 -1.2226
C -0.366839 0.163814 0.976311 0.8210 0.5324 -0.3016
C -1.691818 0.603010 0.385023 0.9079 0.0353 -0.1799
H 2.657556 -0.812692 -0.186040 0.3024 -0.4692 -0.3891
H 2.361445 -0.530500 -2.077485 0.5613 -0.2733 0.1065
H -2.201538 -1.552495 0.739861 -0.4998 -1.4802 0.2372
H -0.559855 -0.468644 -1.211633 0.0958 0.1374 0.0986
H -0.930835 -2.522043 0.347829 0.1202 0.1334 0.0520
H -0.169581 2.469797 -0.971441 0.6551 0.2927 -0.8536
H 1.383772 1.570008 1.390801 -0.3150 0.1095 0.3005
H -0.182552 -0.533820 1.794265 -0.6186 0.2664 0.3242
H -2.681277 0.655056 0.823223 -0.1183 0.1853 -0.3012
```
Forces are in eV/Å.

Computed properties:
E_LUMO, eV: -2.305
ΔE to the lowest compared entry with this formula, charge and spin, kJ/mol: 927.9
HOMO-LUMO gap, eV: 4.81

Atomic partial charges in e from the Mulliken method, atoms 1 to 8:
1 C -0.743
2 N -0.716
3 C -0.254
4 C 0.270
5 C -0.543
6 C -0.498
7 C -0.243
8 C -0.394

=====

DFT (ωB97M-V/def2-TZVPD) results for a gas-phase ion, C7H9N (charge +1).

```
17
Properties=species:S:1:pos:R:3:forces:R:3
C 2.553540 0.125093 -1.423641 -0.2234 -1.0669 -0.0897
C 1.160294 0.046223 -0.896425 0.2092 0.3728 2.0640
C -0.015098 -0.377628 -1.522057 -0.7858 -0.6307 0.1315
N -1.002245 -0.607255 -0.582643 -0.3049 0.8975 -0.8546
C -0.559840 -0.156488 0.622140 0.8785 0.0533 0.6284
C 0.819704 0.156073 0.458652 0.1451 0.2316 -0.8318
C -2.607281 0.226815 1.857444 -0.9853 -0.1661 -0.0029
C -1.274471 0.118157 1.827178 0.0850 0.1568 -0.7702
H 3.068206 1.078833 -1.440186 -0.4607 0.3442 -0.2025
H 3.140222 -0.496863 -0.742487 0.1359 -0.0554 -0.2235
H 2.532952 -0.372211 -2.393440 0.5130 0.3260 -0.1234
H -0.205976 -0.574765 -2.565951 0.0056 -0.0207 -0.0137
H -1.985112 -0.640846 -0.822911 0.1665 -0.2744 -0.0601
H 1.455050 0.487233 1.266743 0.0504 -0.1054 -0.0422
H -3.185788 0.610659 2.687821 0.3593 -0.0611 0.2430
H -3.242666 -0.058768 1.025065 0.2064 0.0026 -0.1353
H -0.651499 0.435744 2.644692 0.0050 -0.0041 0.2830
```
Forces are in eV/Å.

Computed properties:
E_LUMO (alpha / beta), eV: -4.190 / -7.044
ΔE to the lowest compared entry with this formula, charge and spin, kJ/mol: 91.8
HOMO-LUMO gap (alpha / beta), eV: 9.44 / 7.33
Total charge: +1
Expectation value of S²: 0.78
Multiplicity: 2

Atomic partial charges in e from the Mulliken method, atoms 1 to 8:
1 C -1.118
2 C 0.676
3 C -0.568
4 N -0.080
5 C 0.620
6 C -0.496
7 C -0.763
8 C -0.171

=====

DFT (ωB97M-V/def2-TZVPD) results for a gas-phase ion, C7H9N2 (charge +1).

```
18
Properties=species:S:1:pos:R:3:forces:R:3
C -1.171875 -2.438983 0.944086 -0.3563 0.9441 -2.7291
C -0.536606 -1.114059 0.547387 -1.8494 -0.6741 -0.1015
C -0.930301 -0.252568 -0.449796 1.0583 -1.0914 1.0034
N 0.081370 0.625444 -0.520808 1.3626 0.5705 0.3994
C 1.029068 0.451728 0.420155 0.5263 3.1124 -0.9851
N 0.646295 -0.647838 1.129543 -0.9386 0.0812 -1.5466
C 1.889868 1.940422 0.278434 -0.5988 -2.9295 1.3495
C 1.316616 2.532694 -0.763831 0.7691 0.0611 -0.9610
C 0.312585 1.655347 -1.500100 -2.4452 1.8035 0.0161
H -0.460102 -3.166015 0.581757 0.1327 -0.7031 0.2871
H -1.332863 -2.506728 1.985601 -0.3903 -0.2647 1.0297
H -2.109926 -2.616829 0.295711 1.3417 0.4457 1.3936
H -1.717957 -0.116763 -1.156210 -0.6097 -0.6700 0.0488
H 1.131808 -1.343188 1.680407 0.6394 0.8437 0.3784
H 2.741219 2.244500 0.956973 -1.3581 -0.4991 -1.0114
H 1.720806 3.469014 -1.173252 -0.4663 -0.4367 0.2112
H -0.728974 2.090799 -1.915416 2.3178 -0.4065 1.5644
H 0.666722 1.197750 -2.404938 0.8648 -0.1870 -0.3469
```
Forces are in eV/Å.

Computed properties:
E_LUMO, eV: -3.589
ΔE to the lowest compared entry with this formula, charge and spin, kJ/mol: 149.2
HOMO-LUMO gap, eV: 9.74
Total charge: +1
SMILES: Cc1cn2c([nH+]1)C=CC2

Atomic partial charges in e from the Mulliken method, atoms 1 to 8:
1 C -1.219
2 C 0.123
3 C -0.185
4 N 0.147
5 C 0.142
6 N -0.080
7 C -0.271
8 C -0.373

=====

DFT (ωB97M-V/def2-TZVPD) results for 2 unconnected molecules or ions with the total composition C7H9N2O3.

```
21
Properties=species:S:1:pos:R:3:forces:R:3
C 2.972115 0.625735 -0.461414 -1.3729 0.9479 0.5013
C 2.365684 1.345700 0.595863 3.7970 1.2154 -1.4127
C 2.382495 -0.566734 -0.915812 1.7231 1.8372 0.3289
C 1.225137 0.957727 1.076936 -5.4266 -0.1856 3.7013
C 1.256631 -1.052491 -0.402900 -1.7002 -0.8926 1.1385
C 0.538157 -0.263593 0.630938 0.8736 -0.2100 -1.1168
C -0.675235 -0.629291 1.061751 1.8264 0.2329 0.3236
N -1.759263 -1.093753 1.470721 -0.3104 -0.1014 -0.8881
N -2.331159 1.342766 -1.540609 3.0899 2.7777 -1.6659
O -1.704143 -2.222040 2.241372 -0.1197 0.0707 0.3252
O -2.842496 -0.631533 1.086290 -0.6236 -0.1862 0.0783
O -2.217374 0.021509 -1.883462 -0.0233 -2.5320 -0.5350
H 3.788791 1.183602 -0.903261 0.4021 -0.8662 -0.3459
H 2.899510 2.238847 0.947205 -0.5535 -0.3480 -0.0763
H 2.890681 -1.107104 -1.633679 0.9212 -1.0938 -1.4726
H 0.655047 1.598641 1.896310 1.2937 -1.4551 -1.8784
H 1.049517 -2.098560 -0.720530 -0.7909 1.0458 0.4789
H -2.011753 1.781606 -2.487149 -1.8372 -0.1402 2.7336
H -2.627994 -2.541467 2.207994 -0.0241 0.0682 0.1305
H -3.192121 1.556784 -1.079324 -0.8252 0.4491 -0.8403
H -2.662225 -0.446352 -1.187240 -0.3192 -0.6337 0.4920
```
Forces are in eV/Å.

Computed properties:
E_LUMO, eV: -6.933
ΔE to the lowest compared entry with this formula, charge and spin, kJ/mol: 774.5
HOMO-LUMO gap, eV: 4.20
Total charge: +1

Atomic partial charges in e from the Mulliken method, atoms 1 to 8:
1 C -0.154
2 C -0.560
3 C -0.760
4 C -0.110
5 C -0.121
6 C 0.834
7 C -0.283
8 N 0.744

=====

DFT (ωB97M-V/def2-TZVPD) results for a single C7H9N2OP molecule.

```
20
Properties=species:S:1:pos:R:3:forces:R:3
C -1.658724 -0.282635 1.423892 2.7198 -2.5381 1.5174
C -0.831451 -0.495752 0.188710 1.1796 1.7529 1.9840
C -1.128394 -1.521455 -0.650980 -0.7080 -0.1957 -2.0827
C -0.553919 -1.648309 -1.902636 1.8832 0.2686 -0.2531
C 0.540133 -0.794931 -2.282754 -0.5971 -0.4177 -0.0536
C 1.021661 0.049616 -1.254968 -0.3791 -1.2660 -1.5570
C 0.339386 0.205120 -0.021809 1.2372 1.0865 -2.0192
N 0.969647 1.299971 0.618321 -0.3880 -0.0690 1.9977
N 0.905155 1.406776 2.069769 1.6895 3.7415 -1.6941
P 2.584656 1.610169 0.012539 -1.1356 0.1937 -0.4322
O 2.198321 0.763102 -1.387884 -0.1873 0.1981 0.1629
H -1.408589 -1.230922 2.040954 -0.5584 1.5222 -0.3805
H -1.471644 0.576325 2.053989 -0.0920 0.2082 -0.3294
H -2.643282 -0.396174 1.180078 -2.7847 0.0787 -0.4790
H -2.031582 -2.044653 -0.467538 -0.5859 -0.8549 0.3535
H -0.760188 -2.513653 -2.540551 -0.3978 0.5942 0.0790
H 0.870208 -0.851609 -3.389121 0.0384 0.2752 2.3311
H 0.443962 0.634910 2.347779 -1.7717 -2.9224 1.6984
H 0.412740 2.284449 2.364888 0.3504 -1.3387 -0.6716
H 2.201902 2.949653 -0.402680 0.4876 -0.3172 -0.1717
```
Forces are in eV/Å.

Computed properties:
E_LUMO, eV: 0.773
ΔE to the lowest compared entry with this formula, charge and spin, kJ/mol: 148.8
HOMO-LUMO gap, eV: 8.23
SMILES: Cc1cccc2c1N(N)PO2

Atomic partial charges in e from the Mulliken method, atoms 1 to 8:
1 C -1.893
2 C 0.963
3 C -0.898
4 C -0.374
5 C -0.823
6 C 1.013
7 C 0.216
8 N 0.128

=====

DFT (ωB97M-V/def2-TZVPD) results for a single C7H9N2OPS molecule.

```
21
Properties=species:S:1:pos:R:3:forces:R:3
C 1.499543 0.166992 -1.660388 0.9607 -0.7410 0.8699
C -0.957399 -1.111237 -2.136013 -1.2891 -0.6256 -1.6941
C 2.234848 -0.202386 -0.297206 -2.2570 -2.1146 -0.5989
C -1.415871 -1.148660 -0.789548 0.4279 1.0975 2.1446
C 1.205950 0.282379 0.717443 0.2410 3.0545 -0.5540
C -1.258989 0.236110 -0.018608 -1.0513 0.5671 -2.6861
C 0.056862 0.950089 -0.175432 1.9255 -0.5986 1.6133
N 0.419919 0.842834 -1.583539 -0.8452 0.4463 1.6862
N -0.600925 -1.381738 -3.219500 -0.2815 0.1681 1.1364
O 0.003037 2.261084 0.261877 1.8805 -0.8357 2.1344
P 1.432802 -0.759732 -3.156626 2.7439 -0.9173 -0.9922
S 1.470278 0.468466 -4.637739 -0.0275 0.7169 -1.0446
H 2.108907 -1.376867 -0.240424 1.6408 2.1330 -0.2490
H 3.183240 0.334904 -0.117682 -0.1409 -1.1379 -0.5977
H -0.694054 -1.965290 -0.346337 -1.8485 1.3556 -0.1991
H -2.527089 -1.266990 -0.633075 1.1990 -1.0135 -0.5600
H 0.769911 -0.397308 1.391658 -0.3326 -1.4299 0.5050
H 1.658208 1.067570 1.401539 -0.6768 -0.6641 -0.9969
H -1.953972 1.046588 -0.412979 0.0902 -1.4858 0.0415
H -1.620630 -0.007364 0.929492 0.0456 0.1628 2.0175
H -0.609015 2.737220 -0.207943 -2.4046 1.8623 -1.9762
```
Forces are in eV/Å.

Computed properties:
E_LUMO (alpha / beta), eV: 0.398 / -2.055
HOMO-LUMO gap (alpha / beta), eV: 6.43 / 7.11
Expectation value of S²: 2.01
Multiplicity: 3

Atomic partial charges in e from the Mulliken method, atoms 1 to 8:
1 C -0.053
2 C 0.354
3 C -0.074
4 C -0.098
5 C -1.357
6 C -1.054
7 C 1.339
8 N -0.691

=====

DFT (ωB97M-V/def2-TZVPD) results for a single C7H9N3 molecule.

```
19
Properties=species:S:1:pos:R:3:forces:R:3
C 1.159190 1.082033 0.845605 1.0328 -0.2138 0.2398
C -1.049351 -1.623343 -0.999872 -0.3497 -4.6569 -0.0444
C 0.329331 0.094174 0.998211 0.2777 1.5079 -1.2732
C -0.378142 -1.032355 1.379399 0.0507 -0.6299 -0.6750
C 0.910445 2.217911 -0.154263 -2.1189 0.4114 2.6271
C -0.388245 -2.114171 0.327607 -0.9076 2.0369 -0.9700
C 0.298438 1.623057 -1.407407 0.5506 -0.4784 -1.0607
N -0.920141 -0.550509 -1.584296 0.0066 2.8261 -1.7896
N -1.043332 -1.034330 2.465084 -1.4993 -1.8499 1.3349
N -0.732028 0.630273 -1.095086 1.0721 0.0956 2.4793
H 2.071859 1.126980 1.481793 -0.5957 0.0776 -0.4057
H -1.540305 -2.444473 -1.659191 0.9757 1.1973 1.2970
H 0.270777 2.929755 0.524161 0.8136 -0.8652 -1.8104
H 1.782928 2.735735 -0.486319 0.7369 0.4230 0.2941
H -0.830831 -3.018178 0.628165 -0.9032 -1.0231 0.6128
H 0.601651 -2.348136 0.058006 1.4517 -0.3007 -0.4109
H -0.319908 2.335596 -1.971453 0.8597 0.3031 -0.1415
H 1.312819 1.373170 -1.915090 -2.2065 -0.5597 -0.1805
H -1.535157 -1.983189 2.564947 0.7526 1.6985 -0.1232
```
Forces are in eV/Å.

Computed properties:
E_LUMO (alpha / beta), eV: 0.291 / -0.133
ΔE to the lowest compared entry with this formula, charge and spin, kJ/mol: 638.4
HOMO-LUMO gap (alpha / beta), eV: 8.02 / 7.70

Atomic partial charges in e from the Mulliken method, atoms 1 to 8:
1 C -0.479
2 C -0.034
3 C 0.227
4 C 0.314
5 C -0.566
6 C -0.713
7 C -0.353
8 N -0.371